This record from the OMol25 dataset describes a single C4H6N2O molecule. The level of theory is the ωB97M-V functional and the def2-TZVPD basis.

- SMILES = C[N@@+]12N[C@@H]1C=C2[O-]
- energy relative to the best compared isomer or geometry (same formula, charge and spin) (kcal/mol) = 122.62
- highest occupied orbital energy (hartree) = -0.288
- electronic energy (hartree) = -340.59951
- charge = 0

Atoms and positions in Å:
C -0.711 -1.601 -0.071
N -0.123 -0.278 -0.046
N -0.688 0.780 -0.961
C 1.473 0.099 0.017
C -0.206 1.400 0.254
C 1.217 1.439 0.319
O 2.309 -0.752 -0.060
H -1.704 0.659 -0.873
H -0.911 1.886 0.923
H 1.872 2.193 0.712
H -0.044 -2.252 0.494
H -1.699 -1.605 0.394
H -0.786 -1.967 -1.101